[1]
C43H38LuN11OS2Se | the ωB97M-V functional and the def2-TZVPD basis

Molecular weight ... 1042.9 g mol⁻¹
E ... -6772.01557 Ha
LUMO level ... -5.893 eV
Frontier orbital gap ... 0.2470 hartree
Charge ... +2
Energy above the lowest of the compared OMol25 structures with the same formula, charge and spin ... 0.0 kcal/mol

```
97
C43H38LuN11OS2Se, DFT the ωB97M-V functional and the def2-TZVPD basis
Lu -0.79 -0.86 -1.05
C 3.19 -2.00 -3.65
C 3.01 -3.38 -3.48
C 1.94 -3.83 -2.74
C 1.10 -2.88 -2.15
N 1.26 -1.54 -2.33
C 2.36 -1.13 -3.01
N -0.01 -3.09 -1.40
C -1.18 -3.56 -1.78
N -2.16 -2.76 -1.26
C -3.25 -2.99 -2.13
N -4.26 -2.18 -2.36
C -4.28 -0.89 -1.77
C -5.55 -0.24 -1.89
C -5.73 1.01 -1.43
C -4.64 1.73 -0.91
C -3.47 1.03 -0.82
N -3.28 -0.22 -1.26
C -3.02 -4.21 -2.95
C -3.82 -4.94 -3.79
C -3.23 -6.05 -4.41
C -1.89 -6.39 -4.21
C -1.12 -5.59 -3.36
C -1.70 -4.55 -2.70
H 4.11 -1.59 -4.12
H 3.68 -4.08 -3.98
H 1.68 -4.84 -2.54
H 2.49 -0.07 -3.03
H -6.45 -0.76 -2.24
H -6.68 1.49 -1.50
H -4.67 2.70 -0.48
H -2.62 1.39 -0.26
H -4.83 -4.65 -4.05
H -3.85 -6.61 -5.12
H -1.46 -7.27 -4.67
H -0.04 -5.86 -3.22
S 1.18 -1.51 0.86
C 1.79 -0.12 1.50
N 2.38 -0.08 2.67
C 3.26 1.02 3.02
C 3.88 1.52 1.74
N 2.81 1.97 0.83
C 3.13 3.19 0.11
C 3.46 4.36 1.01
C 4.77 4.75 1.23
C 5.07 5.74 2.16
C 4.05 6.36 2.82
C 2.71 6.02 2.62
C 2.44 5.00 1.71
C 1.74 1.24 0.66
S 0.37 1.62 -0.30
C 2.27 -1.12 3.73
C 1.54 -0.59 4.91
C 1.83 -1.17 6.16
C 1.18 -0.75 7.26
C 0.20 0.26 7.21
C -0.11 0.79 5.97
C 0.55 0.36 4.85
H 4.01 0.70 3.74
H 2.69 1.78 3.58
H 4.51 0.73 1.28
H 4.52 2.41 2.01
H 2.21 3.43 -0.45
H 3.98 3.02 -0.54
H 5.62 4.27 0.75
H 6.09 6.05 2.40
H 4.39 7.16 3.46
H 1.89 6.49 3.12
H 1.39 4.78 1.58
H 3.29 -1.37 4.03
H 1.71 -2.00 3.31
H 2.62 -1.91 6.29
H 1.32 -1.25 8.21
H -0.27 0.47 8.16
H -0.89 1.55 5.81
H 0.29 0.72 3.86
Se -1.37 -2.11 -5.36
N -1.64 -0.59 -6.22
C -1.55 0.37 -5.34
C -1.74 1.79 -5.56
C -1.61 2.60 -4.47
C -1.29 2.07 -3.17
N -1.14 0.80 -2.93
C -1.27 -0.04 -4.02
N -1.16 -1.32 -3.75
H -1.91 2.18 -6.55
H -1.59 3.67 -4.52
H -1.13 2.75 -2.37
C -3.36 -0.54 2.92
C -2.28 0.07 2.05
N -1.85 1.35 2.35
O -1.84 -0.55 1.09
H -3.12 -0.37 3.95
H -3.33 -1.62 2.68
H -4.38 -0.14 2.77
H -2.13 1.70 3.27
H -1.05 1.71 1.92
```

***

[2]
C22H20N2O3 | the ωB97M-V functional and the def2-TZVPD basis

Molecular weight ... 360.4 g mol⁻¹
E ... -1184.80739 Ha
LUMO level ... -0.471 eV
Frontier orbital gap ... 0.2561 hartree
Energy above the lowest of the compared OMol25 structures with the same formula, charge and spin ... 515.0 kcal/mol

```
47
C22H20N2O3, DFT the ωB97M-V functional and the def2-TZVPD basis
C -3.18 -0.12 -1.82
C -2.27 1.08 -2.37
H -2.74 1.63 -3.28
O -2.36 2.10 -1.44
C -1.63 1.83 -0.43
C -0.80 0.91 0.02
C -0.12 0.85 1.33
C -0.25 2.00 1.98
C -1.18 3.03 1.75
C -1.81 2.98 0.66
O -2.79 4.22 0.45
H -3.23 3.96 -0.54
H -1.26 3.61 2.45
H 0.35 2.06 3.07
C 0.88 -0.21 1.37
N 1.52 -0.71 0.45
C 1.06 -1.75 -0.48
O 1.50 -1.93 -1.52
C -0.11 -2.11 -0.11
C -0.98 -2.99 -0.78
C -2.14 -3.68 -0.54
C -2.61 -3.42 1.03
C -1.77 -2.59 1.79
C -0.69 -2.00 1.45
N 0.15 -1.10 1.87
H -0.18 -1.01 2.99
H -2.07 -2.77 2.76
H -3.34 -3.85 1.20
H -2.75 -4.33 -1.00
H -0.57 -3.19 -1.85
C 2.82 0.08 -0.07
C 3.84 -0.09 0.74
C 5.09 0.60 0.56
C 5.17 1.09 -0.69
C 4.10 1.17 -1.55
C 2.98 0.82 -1.20
H 2.14 0.64 -2.10
H 4.23 1.76 -2.24
H 6.11 1.74 -0.91
H 5.78 0.66 1.33
H 3.86 -0.67 1.97
H 1.50 0.23 2.46
H -0.67 0.18 -0.73
H -1.45 0.66 -2.61
H -2.89 -0.51 -1.09
H -3.09 -0.93 -2.70
H -4.16 0.06 -1.63
```

***

In order of appearance, HOMO = -12.6, -7.4 eV.